(1)
ORCA calculation (ωB97M-V with the def2-TZVPD basis set) on C19H27NO3 in the gas phase.

Calculated values
* SMILES: CC[C@@H](C(=O)OCC(=O)N1[C@H](C)CCC[C@@H]1C)c1ccccc1
* energy relative to the best compared isomer or geometry (same formula, charge and spin): 24.6 kcal/mol
* Kohn-Sham gap: 0.3604 Ha
* F_max: 0.6 eV/Å

Geometry as XYZ:
```
50
Properties=species:S:1:pos:R:3:lowdin_charge:R:1
C 2.13400 -2.44487 1.65792 -0.084
C 0.92549 -1.65217 2.14082 -0.186
C -0.27722 -1.66693 1.18056 -0.182
C -0.12254 -0.80463 -0.06191 -0.487
O -1.02778 -0.55934 -0.81408 0.152
O 1.11951 -0.33435 -0.22752 -0.025
C 1.38494 0.38044 -1.42945 -0.045
C 0.50652 1.59637 -1.76203 -0.431
O 0.12746 1.71491 -2.91146 0.066
N 0.26498 2.52305 -0.81009 0.026
C 0.80903 2.48384 0.53724 -0.305
C -0.23563 2.08829 1.58915 -0.019
C 1.47797 3.82313 0.87854 -0.140
C 0.55390 5.00657 0.62131 -0.192
C 0.11216 4.98288 -0.83654 -0.141
C -0.56303 3.66158 -1.21088 -0.308
C -1.99768 3.54977 -0.69381 -0.024
C -0.63322 -3.07683 0.76307 -0.198
C -1.49569 -3.83225 1.54681 -0.030
C -1.80131 -5.13668 1.20211 -0.080
C -1.25149 -5.70107 0.06405 -0.090
C -0.39412 -4.95418 -0.72500 -0.070
C -0.08408 -3.65159 -0.37606 -0.034
H 1.87814 -3.49289 1.52214 0.074
H 2.50429 -2.05081 0.71662 0.069
H 2.93168 -2.37947 2.39468 0.075
H 0.59068 -2.07312 3.09211 0.117
H 1.21951 -0.61621 2.31713 0.100
H -1.14132 -1.25284 1.71515 0.153
H 1.26761 -0.29439 -2.28440 0.143
H 2.43129 0.69125 -1.35826 0.143
H 1.59124 1.72098 0.55226 0.132
H 0.26623 1.69900 2.47227 0.082
H -0.84148 2.93429 1.89514 0.066
H -0.89542 1.32047 1.19558 0.075
H 1.79162 3.79900 1.92347 0.118
H 2.37162 3.93657 0.25997 0.120
H -0.31290 4.96642 1.28123 0.100
H 1.08237 5.93798 0.83353 0.112
H -0.58122 5.79964 -1.04044 0.117
H 0.99036 5.12067 -1.47175 0.120
H -0.61099 3.59592 -2.30360 0.138
H -2.36227 2.53795 -0.85147 0.088
H -2.63209 4.23310 -1.25314 0.083
H -2.08165 3.79508 0.35991 0.061
H -1.93262 -3.39555 2.43376 0.115
H -2.47344 -5.71226 1.82157 0.102
H -1.49238 -6.71789 -0.20829 0.101
H 0.03622 -5.38681 -1.61614 0.104
H 0.58785 -3.07947 -0.99861 0.121
```

(2)
ORCA calculation (ωB97M-V with the def2-TZVPD basis set) on a molecular structure, C19H28AsB2F4N6O7S4Se2Zr.

Calculated values
* energy relative to the best compared isomer or geometry (same formula, charge and spin): 25.8 kcal/mol
* Kohn-Sham gap: 0.1596 Ha
* F_max: 3.5 eV/Å
* total charge: -1

Geometry as XYZ:
```
74
Properties=species:S:1:pos:R:3:lowdin_charge:R:1
Zr -0.40513 -0.11547 0.22537 1.477
C -1.00723 2.87533 -3.19023 0.027
C -1.13693 1.88083 -2.08113 -0.219
N -0.12203 1.27263 -1.53413 -0.056
O 1.14407 1.60103 -2.00063 0.032
B 1.84187 2.55703 -1.10123 -1.154
F 3.09197 2.78113 -1.62293 0.178
F 1.11547 3.74703 -1.05773 0.147
O 1.98597 2.01013 0.26497 0.030
N 0.73097 1.75613 0.81727 -0.058
C 0.31087 2.62553 1.69587 -0.239
C 1.18247 3.72943 2.18987 0.036
C -1.01933 2.37533 2.18797 -0.254
N -1.52993 1.24663 1.77387 -0.112
O -2.79163 0.89883 2.25907 -0.104
B -3.85403 1.06073 1.21207 -1.205
F -5.03973 0.64783 1.72317 0.199
F -3.87983 2.38693 0.81477 0.163
O -3.50193 0.18953 0.03737 -0.045
N -2.33583 0.64903 -0.55183 -0.167
C -2.42083 1.48563 -1.54823 -0.265
C -3.70333 1.94033 -2.16093 0.016
C -1.70863 3.30033 3.13317 0.022
H -0.04603 3.37763 -3.09863 0.084
H -1.80943 3.60643 -3.16303 0.087
H -1.02273 2.35393 -4.14853 0.107
H 1.66927 4.21303 1.34347 0.093
H 1.97927 3.28523 2.79107 0.115
H 0.63707 4.45563 2.78237 0.078
H -4.52323 1.42073 -1.67093 0.092
H -3.70113 1.70483 -3.22433 0.098
H -3.84203 3.01183 -2.02993 0.097
H -1.25953 3.20903 4.12307 0.107
H -2.76043 3.02653 3.20067 0.089
H -1.62353 4.33203 2.79617 0.093
O 0.15077 -2.28627 0.79267 -0.520
C -0.04833 -3.55597 0.17707 -0.283
C -1.54013 -3.91737 0.14697 -0.556
C -1.62833 -5.41917 -0.21593 -0.224
O -2.93313 -5.89517 -0.40693 -0.051
C -2.11383 -3.68497 1.54537 -0.346
Se -2.41763 -1.71587 1.89777 0.803
C -2.33393 -3.09707 -0.88973 -0.475
Se -1.30333 -1.69327 -1.85303 0.731
H 1.07507 -2.42337 1.28167 -0.131
H 0.49607 -4.30987 0.76187 0.102
H 0.36357 -3.55417 -0.84263 0.101
H -1.11213 -6.01037 0.55397 0.133
H -1.11973 -5.57327 -1.16983 0.137
H -3.44313 -5.76677 0.40067 0.081
H -1.46283 -4.08267 2.32847 0.083
H -3.10003 -4.15157 1.64257 0.067
H -3.17853 -2.58267 -0.41553 0.032
H -2.74343 -3.75307 -1.65893 0.060
S 2.62867 -3.02857 2.10457 -0.030
As 2.20997 -1.80247 3.84307 0.000
S 0.42417 -0.38177 2.98587 0.035
S -1.22273 -1.44627 3.67497 0.131
S 3.81217 -0.45017 4.07537 -0.290
N 5.60857 1.45553 -2.53143 0.194
C 5.66447 0.16983 -2.13093 -0.517
O 6.63217 -0.54477 -2.26873 0.068
C 4.35657 -0.25667 -1.51363 -0.120
C 4.13027 -0.18927 -0.14773 0.036
C 2.84457 -0.40167 0.32317 -0.184
N 1.81197 -0.72457 -0.46063 -0.035
C 2.07007 -0.89907 -1.75973 -0.143
C 3.30607 -0.66377 -2.32693 0.011
H 6.42477 1.88683 -2.93463 0.114
H 4.79467 2.01753 -2.33763 0.082
H 4.91937 0.06563 0.53997 0.131
H 2.64747 -0.25617 1.37987 0.016
H 1.24417 -1.22157 -2.38683 0.045
H 3.44097 -0.75417 -3.39193 0.123
```

(3)
ORCA calculation (ωB97M-V with the def2-TZVPD basis set) on a molecular structure, C19H28BCl2MoN10STe.

Calculated values
* <S²>: 0.76
* energy relative to the best compared isomer or geometry (same formula, charge and spin): 10.3 kcal/mol
* Kohn-Sham gap (spin up / spin down): 0.2303 / 0.2266 Ha
* multiplicity: 2
* F_max: 0.4 eV/Å
* total charge: +4

Geometry as XYZ:
```
63
Properties=species:S:1:pos:R:3:mulliken_spin:R:1
Mo 0.34606 -0.09374 0.20383 0.915
C 0.98008 2.57935 -2.03131 0.005
C -0.16341 2.66441 -1.08760 -0.025
C -1.06719 3.69891 -0.93226 -0.002
C -1.91884 3.30450 0.08476 0.000
N -1.55671 2.09595 0.53275 0.027
N -0.46704 1.67228 -0.18937 0.019
B -2.26839 1.17698 1.53234 -0.077
N -2.60982 -0.18117 0.93757 0.031
C -3.72999 -0.92147 1.03468 0.043
C -3.52411 -2.12811 0.41657 -0.002
C -2.21421 -2.09219 -0.05392 0.041
C -1.53716 -3.20672 -0.76630 0.006
N -1.63934 -0.90530 0.26137 -0.051
N -1.24886 0.78113 2.70443 0.086
C -1.36252 0.90053 4.11668 -0.001
C -0.12039 0.35127 4.61268 -0.002
C 0.60395 -0.05334 3.52559 0.011
C 1.89753 -0.78949 3.47404 0.003
N -0.12150 0.26090 2.38587 -0.051
N -3.43975 1.93402 2.15568 0.001
C -4.70121 2.08284 1.68757 0.000
C -5.39727 2.95981 2.48074 0.000
C -4.51245 3.37068 3.48049 -0.001
C -4.73534 4.32212 4.59551 0.000
N -3.33013 2.75217 3.26095 0.004
H 0.67055 2.91436 -3.02172 0.000
H 1.78148 3.24739 -1.70742 0.000
H 1.38083 1.56865 -2.10292 -0.003
H -1.10454 4.62335 -1.48444 0.000
H -2.76178 3.83073 0.50504 0.001
H -4.60087 -0.56836 1.56151 0.003
H -4.22455 -2.94051 0.32219 0.000
H -2.25040 -4.01295 -0.92076 0.000
H -1.19122 -2.88401 -1.74236 0.001
H -0.69876 -3.60459 -0.19268 0.000
H -2.30818 0.54330 4.52984 0.003
H 0.13965 0.22692 5.65458 0.000
H 1.84112 -1.67398 4.10923 0.002
H 2.14124 -1.12007 2.46433 -0.004
H 2.71742 -0.16901 3.83681 0.001
H -5.02884 1.55207 0.80734 -0.001
H -6.42526 3.26391 2.37028 0.000
H -5.79177 4.33958 4.85746 0.000
H -4.16965 4.04935 5.48852 0.000
H -4.45902 5.33631 4.29559 0.000
Cl 4.95439 2.16687 -0.74468 0.005
C 4.15387 0.67803 -0.47426 0.009
Cl 2.61302 1.00434 0.60289 -0.009
H 4.73178 -0.00968 0.13273 -0.001
H 3.75017 0.24068 -1.38004 0.001
C 1.97703 -3.94280 -3.10903 0.000
N 0.98575 -2.95458 -3.55681 0.004
C 0.59056 -1.86984 -2.94859 -0.002
N -0.34419 -1.08521 -3.47228 0.001
S 1.38374 -1.35387 -1.43994 -0.006
H 2.68971 -4.10638 -3.91406 0.000
H 1.47415 -4.87944 -2.87567 0.000
H 2.50279 -3.57672 -2.23331 0.000
H 0.57135 -3.15619 -4.46221 0.000
H -0.77288 -1.28119 -4.36775 0.000
H -0.58661 -0.22127 -3.02003 -0.002
Te -1.56722 3.10112 4.28931 0.018
```

(4)
ORCA calculation (ωB97M-V with the def2-TZVPD basis set) on a molecular structure, C19H28BF4FeO2.

Calculated values
* <S²>: 6.03
* energy relative to the best compared isomer or geometry (same formula, charge and spin): 133.2 kcal/mol
* Kohn-Sham gap (spin up / spin down): 0.1389 / 0.1598 Ha
* multiplicity: 5
* F_max: 4.1 eV/Å
* total charge: -1

Geometry as XYZ:
```
55
Properties=species:S:1:pos:R:3:mulliken_spin:R:1
O -0.10673 0.04531 0.38114 -0.003
C 0.90998 -0.49980 -0.60632 0.009
C 0.41502 0.40213 -1.72478 0.001
H 0.73420 -1.57265 -0.73940 0.000
H 1.92194 -0.31791 -0.22839 0.003
C -0.72707 0.80965 -0.76520 0.017
H 0.10019 -0.10567 -2.63861 0.000
H 1.09534 1.22982 -1.94983 0.000
C -2.05541 0.19535 -1.13619 -0.002
H -1.98402 -0.90033 -1.15624 0.000
H -2.36962 0.53932 -2.13467 -0.001
H -2.84562 0.47893 -0.42296 0.003
C -0.83847 2.27899 -0.44539 -0.004
H 0.14941 2.73397 -0.30621 0.000
H -1.42657 2.43509 0.47397 0.002
H -1.34968 2.80647 -1.26475 0.001
Fe -0.02616 -0.00422 2.41457 3.487
C 0.98583 1.71018 4.10010 0.098
C 1.99039 0.57041 3.97664 0.056
C 2.37308 0.53053 2.64428 0.012
H 2.07722 -0.22391 4.71351 -0.022
C 1.72615 1.61547 1.96805 0.067
C 0.79748 2.25485 2.83506 -0.015
H 0.15972 3.09962 2.62312 -0.003
H 0.32368 1.87454 4.96531 -0.011
H 3.07899 -0.16834 2.25844 -0.001
H 1.94069 1.90923 0.94921 0.000
C -1.63901 -0.48771 4.43313 0.167
C -2.02894 0.75236 3.72474 0.087
C -2.34763 0.39542 2.44353 0.010
H -1.97376 1.73465 4.20044 -0.004
C -2.11566 -1.03631 2.27801 0.092
C -1.62541 -1.55970 3.44965 -0.007
H -1.29604 -2.58428 3.68755 -0.001
H -1.31742 -0.63051 5.49595 -0.057
H -2.77170 1.06812 1.72086 -0.003
H -2.29955 -1.59988 1.37430 0.008
O 0.69201 -1.66975 -4.80778 0.000
C 0.24442 -0.56909 -5.64747 0.000
C 0.40377 -0.96180 -7.12193 0.000
H 0.86321 0.32931 -5.42142 0.000
H -0.79740 -0.33148 -5.36927 0.000
C 1.62004 -1.90521 -7.05197 0.000
H 0.55111 -0.10638 -7.77705 0.000
H -0.47854 -1.52897 -7.44285 0.000
C 1.38579 -2.60100 -5.70279 0.000
H 2.53926 -1.30768 -6.99893 0.000
H 1.68005 -2.59905 -7.88733 0.000
H 2.32088 -2.91563 -5.21152 0.000
H 0.75774 -3.50722 -5.84751 0.000
F 0.08264 -0.24153 4.60526 0.005
B 0.06197 -0.00563 6.41601 0.004
F 1.24455 0.61610 6.46904 0.002
F -0.95698 0.83989 6.65287 0.001
F 0.15064 -1.31407 6.55206 0.000
```

(5)
ORCA calculation (ωB97M-V with the def2-TZVPD basis set) on 2 unconnected molecules or ions with the total composition C19H28BF4NO10.

Calculated values
* SMILES: CC(=O)OC(=O)C[C@@]1(B(N)O)OC(=O)[C@@H](CCOC=O)[C@]1(C[C@H](C)F)C(F)(F)F.CCOC(C)=O
* Kohn-Sham gap: 0.3898 Ha
* F_max: 5.0 eV/Å

Geometry as XYZ:
```
63
Properties=species:S:1:pos:R:3:lowdin_charge:R:1
C -0.32790 -0.59155 5.07414 0.029
C 0.87727 -1.07195 4.26160 -0.483
O 1.65452 -1.73268 4.78634 0.206
O 0.99233 -0.74646 2.89219 0.096
C 1.68374 0.42839 2.69958 -0.449
O 2.46163 0.77640 3.50461 0.187
C 1.52162 1.27111 1.43372 0.050
C 0.10898 1.94927 1.23780 -0.233
B -0.26441 2.44373 2.74089 -0.531
N -1.47125 2.15724 3.51448 0.187
O 0.68856 3.29698 3.33281 0.139
O 0.13857 3.24395 0.56179 0.056
C -1.20015 3.62504 0.63736 -0.436
O -1.57799 4.69141 0.84359 0.227
C -2.04546 2.31840 0.43731 -0.116
C -3.13282 2.35048 -0.69190 -0.082
C -4.52154 2.26082 -0.03339 -0.184
O -5.56438 2.25060 -1.03124 -0.040
C -6.74150 1.96101 -0.36059 -0.349
O -7.15822 2.67382 0.45631 0.133
C -0.92983 1.20695 0.33769 -0.164
C -0.33835 1.36794 -1.12302 -0.033
C -0.66477 0.22351 -2.12147 -0.305
C 0.49989 -0.79828 -2.29209 -0.042
F -0.77386 0.85857 -3.39523 -0.065
C -1.44065 -0.16064 0.73261 -0.577
F -0.58444 -1.13601 0.45369 0.181
F -2.61802 -0.45605 0.16613 0.161
F -1.67094 -0.27733 2.04198 0.154
H -0.67141 -1.45710 5.65947 0.095
H -1.17330 -0.28418 4.44396 0.059
H -0.05240 0.19064 5.79413 0.100
H 1.68222 0.61472 0.55711 0.131
H 2.26723 2.07064 1.40845 0.149
H -2.22395 2.80572 3.29854 0.092
H -1.27939 2.13575 4.51145 0.081
H 0.31408 4.19058 3.27730 0.123
H -2.65693 2.00534 1.30677 0.135
H -3.04257 3.30040 -1.24448 0.137
H -2.95141 1.52149 -1.38796 0.114
H -4.55730 1.31514 0.53824 0.131
H -4.61619 3.11295 0.65740 0.137
H -7.26713 1.01794 -0.60735 0.153
H 0.75848 1.45386 -1.11957 0.121
H -0.68556 2.28974 -1.60958 0.133
H -1.63060 -0.27311 -1.96822 0.132
H 0.61040 -1.03544 -3.35267 0.079
H 1.43489 -0.44090 -1.84462 0.083
H 0.15959 -1.72759 -1.82757 0.067
C 5.83358 -4.02461 -2.96361 -0.065
C 4.62126 -4.79195 -2.47794 -0.233
O 3.50252 -3.92387 -2.26808 0.008
C 2.63091 -3.57863 -3.23287 -0.496
C 2.98698 -3.84437 -4.67479 0.018
O 1.62046 -2.99564 -2.93578 0.072
H 5.65138 -3.55830 -3.93270 0.067
H 6.69490 -4.68736 -3.05636 0.082
H 6.07969 -3.22394 -2.26513 0.084
H 4.35755 -5.61718 -3.14106 0.113
H 4.83920 -5.23420 -1.50602 0.123
H 3.51335 -2.97966 -5.07861 0.097
H 2.06421 -3.99041 -5.23300 0.092
H 3.58462 -4.74117 -4.82256 0.071
```

(6)
ORCA calculation (ωB97M-V with the def2-TZVPD basis set) on a molecular structure, C19H28BF4O2Sn.

Calculated values
* Kohn-Sham gap (spin up / spin down): 0.1688 / 0.1693 Ha
* F_max: 2.6 eV/Å
* total charge: +1

Geometry as XYZ:
```
55
Properties=species:S:1:pos:R:3:lowdin_charge:R:1
O -0.89107 -4.11098 -0.13370 -0.113
C -1.62558 -3.07737 -0.95518 -0.140
C -2.92946 -3.88291 -0.82638 -0.076
H -1.23570 -2.90946 -1.96504 0.093
H -1.66637 -2.10236 -0.40234 0.075
C -2.16934 -4.66358 0.30647 -0.555
H -3.24426 -4.40476 -1.75204 0.111
H -3.76158 -3.26924 -0.45516 0.107
C -2.32205 -6.17347 0.36820 -0.010
H -2.20044 -6.66597 -0.59990 0.081
H -3.33878 -6.39574 0.69353 0.089
H -1.67156 -6.64492 1.11486 0.094
C -2.62034 -4.04265 1.60474 -0.033
H -2.87745 -3.00103 1.40436 0.068
H -1.89227 -4.08069 2.42137 0.090
H -3.52575 -4.55871 1.94831 0.099
Sn -0.08503 0.83058 -1.75053 1.513
C -1.63918 1.71402 0.44529 -0.140
C -1.77339 2.35795 -0.83869 -0.284
C -2.57409 1.47450 -1.68260 -0.242
H -1.62109 3.40558 -1.03872 0.111
C -2.86306 0.31158 -0.92055 -0.171
C -2.25967 0.45077 0.36525 -0.135
H -2.36843 -0.23880 1.19578 0.103
H -1.29718 2.18592 1.36011 0.123
H -2.94670 1.73393 -2.66863 0.109
H -3.49850 -0.51378 -1.24716 0.109
C 2.61545 -0.08415 0.98792 0.047
C 1.87928 -0.81423 1.95400 0.080
C 1.46031 -2.04638 1.34019 0.055
H 1.69181 -0.51491 2.98684 0.145
C 1.97400 -2.08442 0.01902 0.019
C 2.67863 -0.86138 -0.20766 -0.005
H 3.21864 -0.58324 -1.10445 0.132
H 3.04473 0.89157 1.12692 0.135
H 0.90068 -2.83250 1.83948 0.131
H 1.89063 -2.91431 -0.67479 0.137
O -0.93729 -3.78210 -4.21980 -0.182
C -1.01136 -5.14479 -3.68514 -0.197
C -1.14800 -6.17642 -4.82220 -0.149
H -1.81685 -5.24574 -2.92779 0.095
H -0.02470 -5.29992 -3.18752 0.125
C -0.74895 -5.35638 -6.08704 -0.151
H -2.15970 -6.59161 -4.90505 0.108
H -0.47220 -7.01727 -4.62456 0.110
C -0.30862 -3.99505 -5.52148 -0.191
H -1.60228 -5.23878 -6.76852 0.110
H 0.04823 -5.86099 -6.63709 0.109
H -0.51947 -3.15266 -6.19215 0.120
H 0.77318 -4.05788 -5.31188 0.116
F 1.41071 2.78462 -1.54641 -0.128
B 1.23320 3.40285 -0.15797 -1.165
F 0.09562 4.22936 -0.17816 0.117
F 0.98664 2.24721 0.63436 0.034
F 2.38462 4.08323 0.16942 0.168
```